(w)
Below is one molecule with the formula C3H2N2O2, with properties calculated with the ωB97M-V functional and the def2-TZVPD basis.

Structure (XYZ):
```
9
Properties=species:S:1:pos:R:3:mulliken_charge:R:1
O -1.451 1.766 0.005 -0.48
C -0.621 0.890 -0.019 0.75
C 0.876 0.956 0.001 -0.29
N 1.394 -0.223 0.004 -0.54
N 0.403 -1.170 -0.011 0.14
C -0.871 -0.654 -0.022 0.27
O -1.917 -1.250 0.008 -0.52
H 1.506 1.834 -0.002 0.44
H 0.682 -2.149 0.036 0.24
```

The calculation puts the LUMO energy at -1.518 eV. Its HOMO energy is -0.3673 hartree. The calculation puts the HOMO-LUMO gap at 8.48 eV. As for the SMILES: O=C1C=NNC1=O.

=====

(x)
Below is one molecule with the formula C3H2N2O2, with properties calculated with the ωB97M-V functional and the def2-TZVPD basis.

Structure (XYZ):
```
9
Properties=species:S:1:pos:R:3:mulliken_charge:R:1
N -1.369 -0.700 -0.491 -0.55
C -0.735 0.144 0.175 0.40
O 0.625 0.341 0.363 -0.26
C 1.539 -0.489 -0.200 0.24
O 1.307 -1.469 -0.849 -0.49
C -1.819 2.254 0.986 -0.02
N -1.374 1.172 0.849 -0.03
H -0.743 -1.341 -0.972 0.36
H 2.539 -0.108 0.046 0.36
```

The calculation puts the LUMO energy at 0.074 eV. Its HOMO energy is -0.4180 hartree. The calculation puts the HOMO-LUMO gap at 11.45 eV.

=====

Energy ordering: (w) at the bottom, the next structure 10.0 kcal/mol above.

=====

(w)
Below is one molecule with the formula C3H2N2O2, with properties calculated with the ωB97M-V functional and the def2-TZVPD basis.

Structure (XYZ):
```
9
Properties=species:S:1:pos:R:3:mulliken_charge:R:1
O -1.299 0.195 -1.376 -0.44
C -1.494 -0.372 -0.342 0.19
C 0.258 1.902 1.020 -0.02
N 0.889 1.031 0.534 -0.10
C 1.378 -0.120 -0.038 0.13
N 0.701 -1.189 -0.186 -0.29
O -0.583 -1.084 0.373 -0.17
H -2.428 -0.391 0.236 0.34
H 2.409 -0.120 -0.378 0.37
```

The calculation puts the LUMO energy at -0.254 eV. Its HOMO energy is -0.4122 hartree. The calculation puts the HOMO-LUMO gap at 10.96 eV.

=====

(x)
Below is one molecule with the formula C3H2N2O2, with properties calculated with the ωB97M-V functional and the def2-TZVPD basis.

Structure (XYZ):
```
9
Properties=species:S:1:pos:R:3:mulliken_charge:R:1
O -2.558 -0.072 -0.738 -0.39
C -1.777 -0.081 0.175 -0.04
C -0.281 -0.087 -0.011 0.67
N 0.491 0.947 -0.075 -0.48
C 1.727 0.350 -0.105 -0.08
N 1.716 -0.949 -0.056 -0.28
O 0.364 -1.251 0.009 -0.09
H -2.091 -0.072 1.234 0.29
H 2.655 0.904 -0.154 0.41
```

The calculation puts the LUMO energy at 0.086 eV. Its HOMO energy is -0.4114 hartree. The calculation puts the HOMO-LUMO gap at 11.28 eV. As for the SMILES: O=Cc1ncno1.

=====

Energy ordering: (x) at the bottom, the next structure 31.3 kcal/mol above.